Record 1
DFT (the ωB97M-V functional and the def2-TZVPD basis) results for a molecular structure, C32H42GeN4O2S2V.

The value obtained for the HOMO energy (alpha / beta) is -16.304 / -16.305 eV. The orbital gap (alpha / beta) is 0.2105 / 0.2125 hartree.

```
! RIJCOSX wB97M-V def2-TZVPD def2/J DEFGRID3
* xyz 3 3
H -4.396 -0.352 -1.460
H 4.831 -1.482 4.607
H 5.046 3.160 -4.062
N -2.210 -1.518 -0.480
C 4.678 2.953 -3.057
C -3.559 -2.003 -0.347
H 4.271 0.848 -0.425
C 0.528 -0.485 -5.855
H 4.913 -3.410 1.179
V 0.249 -0.847 0.279
H 3.367 -0.492 4.825
C 5.474 -3.707 2.060
H -0.465 -0.205 -5.498
C 5.582 -4.120 4.433
C -5.875 -1.769 -0.815
C 4.758 0.233 3.339
H 4.630 1.838 -3.021
H 7.435 -4.916 5.159
C 1.636 0.240 -3.700
C -6.110 -2.956 -0.129
S 1.578 1.040 0.979
C 1.432 -0.896 -4.701
C 4.086 -0.875 4.096
H 2.639 3.192 -3.721
C 2.525 -0.205 -2.538
C 7.488 -4.575 3.042
H 8.504 -4.929 2.933
C 2.640 3.087 -1.562
H 5.770 3.652 3.972
Ge 3.074 1.205 -1.324
C -3.765 -3.186 0.349
H -7.120 -3.333 -0.042
H 1.006 -1.760 -4.180
H 3.189 4.602 7.247
C 6.781 -4.146 1.924
N -1.895 -0.680 -1.358
H 3.292 4.611 -2.936
H 3.119 -3.291 4.504
C 3.269 3.521 -2.894
C -4.590 -1.275 -0.933
H 1.288 3.561 6.065
H 5.769 4.546 -2.093
H 3.075 3.630 -0.722
H 7.245 -4.176 0.948
C 5.685 3.460 -2.032
H 1.560 3.233 -1.536
N 3.752 0.924 2.503
H 0.409 -1.301 -6.566
H 6.673 3.040 -2.211
H 3.234 2.784 1.668
H 3.486 -0.587 -2.907
H 5.424 4.656 6.198
H -5.252 -4.582 0.978
H 2.405 -1.215 -5.085
C 2.792 -1.251 2.105
C 2.811 0.247 1.940
C 4.790 3.615 4.436
H 5.552 -0.135 2.684
H 2.090 1.092 -4.213
C -5.061 -3.659 0.449
O -0.607 -0.373 -1.329
H 0.941 0.366 -6.397
C 3.340 4.155 6.274
H 2.095 -1.050 -1.989
H 1.612 2.572 3.830
H 0.666 0.579 -3.330
C 4.597 4.184 5.687
O -1.272 -2.012 0.337
S 2.040 -2.254 0.921
C 6.890 -4.567 4.293
H 5.163 0.972 4.027
H 5.402 3.211 -1.004
H 5.111 -4.131 5.409
C 3.721 3.025 3.770
H -6.698 -1.223 -1.256
C 3.455 -3.210 3.469
H 4.950 2.555 2.062
C 3.927 2.407 2.414
H -2.941 -3.729 0.787
C 2.458 3.003 4.358
C 2.269 3.566 5.610
C 4.873 -3.691 3.318
N 3.382 -1.753 3.145
H 2.752 -3.736 2.830
*
```


Record 2
DFT (the ωB97M-V functional and the def2-TZVPD basis) results for 8 unconnected molecules or ions with the total composition C32H42N8 at a distorted geometry.

The value obtained for the HOMO energy is -7.493 eV. The orbital gap is 0.2884 hartree.

```
! RIJCOSX wB97M-V def2-TZVPD def2/J DEFGRID3
* xyz 0 1
N -16.418 4.554 -12.447
H -12.776 2.664 -17.577
H -16.008 5.022 -10.455
C -19.477 -1.550 -14.814
H -13.159 0.613 -18.904
H -11.772 -1.363 -18.325
C -7.918 2.544 -9.122
C -6.971 3.448 -8.795
H -9.710 4.633 -12.203
H -15.580 -2.499 -16.424
H -9.422 8.601 -10.753
C -15.243 1.003 -13.080
H -12.435 2.795 -6.232
H -20.390 1.590 -14.438
H -21.527 -0.718 -14.109
H -14.831 6.532 -14.416
C -15.678 -0.089 -18.674
N -18.388 -0.822 -15.022
C -9.556 7.746 -11.400
C -9.348 6.512 -13.170
C -11.260 1.360 -16.471
H -10.897 1.955 -15.646
C -11.837 3.242 -9.460
C -16.081 4.934 -13.708
C -12.424 3.002 -7.292
C -11.666 -0.399 -17.849
C -13.256 2.338 -13.688
N -13.157 4.000 -7.830
C -19.972 0.613 -14.630
H -5.845 5.076 -9.811
H -16.677 -1.064 -20.243
C -11.678 2.482 -8.299
H -13.320 2.295 -14.776
C -16.418 -2.155 -18.393
C -20.504 -0.614 -14.440
C -9.453 7.807 -12.778
H -11.069 1.612 -8.098
H -16.838 3.700 -12.110
N -12.435 0.639 -18.201
C -15.376 -0.477 -17.352
N -10.719 2.672 -13.215
H -15.652 0.311 -12.344
C -18.595 0.508 -14.969
H -10.012 -0.507 -16.461
H -16.384 4.475 -14.637
H -13.496 1.320 -11.832
H -13.745 4.564 -7.233
C -15.189 6.320 -12.187
C -9.830 6.400 -11.068
N -16.450 -1.115 -19.260
C -15.594 -1.870 -17.302
C -12.184 1.769 -17.454
H -11.385 3.030 -10.418
H -16.777 -3.111 -18.744
H -17.738 1.088 -15.278
C -7.964 2.677 -10.556
N -9.692 5.642 -12.222
H -13.349 4.818 -9.796
H -6.973 4.186 -11.827
H -13.881 3.135 -13.285
H -8.677 2.211 -11.220
H -9.958 5.897 -10.121
H -17.531 -1.218 -15.380
H -6.580 3.533 -7.792
H -19.515 -2.622 -14.936
H -15.777 1.892 -12.744
H -9.087 6.039 -14.106
H -9.280 8.755 -13.265
H -15.557 0.825 -19.235
C -11.807 2.481 -13.452
H -8.442 1.784 -8.561
C -6.521 4.235 -9.788
H -14.696 7.219 -11.848
C -15.133 5.938 -13.566
H -15.441 0.888 -14.145
H -13.228 0.162 -12.987
C -10.854 0.030 -16.871
N -7.182 3.763 -10.934
C -13.758 1.108 -12.868
H -14.803 0.175 -16.709
C -15.883 5.306 -11.490
C -12.864 4.072 -9.185
*
```


Record 3
DFT (the ωB97M-V functional and the def2-TZVPD basis) results for a molecular structure, C32H43AsN4O6SZn at a distorted geometry.

The value obtained for the HOMO energy is -7.976 eV. The orbital gap is 0.2630 hartree.

```
! RIJCOSX wB97M-V def2-TZVPD def2/J DEFGRID3
* xyz 0 1
C 3.176 5.314 1.583
H 6.022 7.099 1.899
H 1.488 0.007 6.073
C 4.004 6.389 1.850
O -0.871 -0.305 -3.752
H -2.516 -2.724 4.133
H 3.852 1.892 -1.219
O -1.567 -0.427 -1.747
H 3.423 2.110 1.166
C 5.119 3.959 1.082
H 7.490 2.543 1.450
C 2.490 -3.423 -1.646
C 0.322 5.488 -1.812
C -1.595 -2.576 4.705
N -1.378 -2.301 2.108
H -1.534 5.326 -2.912
H 6.992 1.476 0.113
H 2.771 1.126 -2.401
C -1.199 3.630 -1.698
H -1.334 -4.681 5.078
C 6.921 2.487 0.515
O 0.425 0.204 -2.143
H 2.430 -3.323 0.496
H 5.261 -1.423 1.395
H -4.428 -5.876 1.340
C 1.077 -0.795 5.466
C 1.746 2.808 0.367
H 0.549 6.461 -2.218
C 3.242 -0.691 1.710
H -0.347 0.518 4.527
N 2.946 2.974 0.919
C -3.872 -5.246 0.661
C 3.720 4.111 1.160
H 7.334 3.189 -0.214
C -3.389 -4.509 -1.570
C -4.113 -5.310 -0.703
H 7.008 4.952 1.302
H 2.108 5.377 1.722
C -0.347 -0.448 5.036
H 2.943 -2.916 -2.499
N -0.905 -1.434 4.138
H 2.120 5.358 -0.707
S -0.110 0.098 2.151
O 5.545 2.711 0.726
H -0.516 -4.085 3.628
C -0.764 -3.855 4.660
H 2.751 0.164 2.190
H -0.998 -0.380 5.911
O -0.351 -2.090 0.059
H 5.131 0.341 1.441
H 1.100 -1.713 6.047
C -0.817 -1.330 2.799
C -2.928 -4.369 1.158
N -0.677 -0.180 -2.574
C -2.439 -3.633 -1.080
C 5.373 6.257 1.719
C 4.012 -0.260 -1.327
H 4.016 -2.920 -0.188
C -1.244 -2.558 0.817
H 1.360 1.803 0.518
C 2.933 -2.806 -0.325
O -0.703 1.844 -0.283
H -3.573 -4.557 -2.632
C 4.752 -0.584 1.873
H -2.727 -4.302 2.215
H 2.772 -4.476 -1.697
H 0.157 -3.741 5.225
C -0.876 4.847 -2.201
C 0.909 3.594 -0.407
C 1.185 4.879 -0.956
H -1.889 -2.989 -1.748
H 4.496 1.301 -2.748
H 5.014 -0.593 2.931
H 4.967 -0.270 -0.796
Zn -0.233 -0.131 -0.233
C 3.768 1.101 -1.961
C 5.935 5.044 1.355
H 2.873 -1.577 2.240
H 4.064 -1.009 -2.120
H 1.699 -0.917 4.584
C -2.214 -3.546 0.292
H -4.868 -5.980 -1.087
H 3.580 7.323 2.178
H -1.853 -2.332 5.737
H -2.109 3.122 -1.978
C -0.351 2.943 -0.770
As 2.500 -0.876 -0.153
H 1.407 -3.353 -1.739
*
```